Formula: C5H14N4
Source: the Open Molecules 2025 dataset
Level of theory: ωB97M-V/def2-TZVPD

Properties
Total charge: 0
LUMO level, eV: 0.510
Relative energy (zero: lowest compared OMol25 entry of this formula, charge and spin), kJ/mol: 404.1
Maximum force, eV Å⁻¹: 1.04
HOMO level, eV: -8.9
Gap between HOMO and LUMO, eV: 9.40

Atoms and positions in Å:
C 0.392 0.274 -0.193
C 1.412 -0.663 0.522
C -0.850 0.459 0.681
C 2.765 -0.684 -0.189
N -1.695 -0.574 0.809
N 0.977 1.597 -0.424
N 0.940 -2.039 0.654
C -3.466 0.708 -0.815
N -3.474 -0.329 -0.213
H -2.232 -0.526 1.670
H 0.079 -0.237 -1.118
H 1.564 -0.263 1.531
H 0.307 2.221 -0.860
H 1.775 1.539 -1.044
H -0.013 -2.055 1.006
H 0.914 -2.482 -0.259
H -0.681 1.123 1.537
H -1.524 1.374 -0.093
H 3.267 0.282 -0.142
H 3.409 -1.423 0.287
H 2.647 -0.966 -1.241
H -2.368 1.446 -0.624
H -4.145 1.217 -1.483

---

Formula: C5H14N4
Source: the Open Molecules 2025 dataset
Level of theory: ωB97M-V/def2-TZVPD

Properties
Total charge: +2
LUMO level, eV: -9.535
Relative energy (zero: lowest compared OMol25 entry of this formula, charge and spin), kJ/mol: 806.1
Maximum force, eV Å⁻¹: 5.42
HOMO level, eV: -18.1
Gap between HOMO and LUMO, eV: 8.52

Atoms and positions in Å:
C -1.011 0.228 0.710
C -0.129 3.583 1.685
C 1.282 -0.537 -2.111
C -1.122 -2.396 -0.497
C 0.886 -1.344 0.789
N -0.604 1.381 1.069
N -0.249 2.202 1.774
N 0.160 -0.046 -1.281
N -0.237 -0.704 -0.098
H -2.077 0.243 0.839
H 0.094 3.934 2.612
H 0.586 3.877 0.998
H -1.023 4.201 1.466
H 2.316 -0.296 -1.676
H 1.161 -1.643 -2.305
H 1.112 -0.099 -3.103
H -0.875 -3.160 0.081
H -2.143 -2.186 -0.410
H -0.930 -2.570 -1.547
H 0.562 -2.116 1.478
H 1.507 -1.861 0.121
H 1.367 -0.583 1.332
H -0.635 -0.106 -1.926

---

Formula: C5H14N5O2
Source: the Open Molecules 2025 dataset
Level of theory: ωB97M-V/def2-TZVPD

Properties
Total charge: +1
LUMO level (alpha / beta), eV: -4.666 / -4.190
Relative energy (zero: lowest compared OMol25 entry of this formula, charge and spin), kJ/mol: 702.5
Maximum force, eV Å⁻¹: 4.96
HOMO level (alpha / beta), eV: -11.7 / -12.3
Gap between HOMO and LUMO (alpha / beta), eV: 7.05 / 8.11

Atoms and positions in Å:
C -0.236 1.575 0.923
C -0.014 -0.764 1.394
C 0.883 1.420 -0.148
C 0.832 -1.022 0.174
C 2.205 -0.161 -1.514
N -0.951 0.305 1.096
N -2.112 0.205 1.652
N -2.588 -1.362 -0.789
N -2.564 -0.094 -0.862
N 1.554 0.142 -0.238
O -1.648 -2.154 -0.605
O -1.400 0.398 -0.908
H 0.189 1.957 1.781
H -0.869 2.322 0.568
H -0.419 -1.768 1.562
H 0.615 -0.470 2.307
H 0.215 1.551 -1.076
H 1.546 2.389 -0.139
H 1.498 -1.881 0.306
H 0.143 -1.266 -0.633
H 2.184 -1.233 -1.621
H 1.591 0.344 -2.348
H 3.161 0.221 -1.705
H -2.622 1.061 1.439
H -3.521 -1.813 -1.049
H 2.332 0.097 0.436